43
Properties=species:S:1:pos:R:3:forces:R:3:mulliken_spin:R:1 method="wB97M-V/def2-TZVPD" de_lowest_kj_mol=38.2 total_energy_ev=-95390.3816 e_homo_ev="-11.27 / -11.27" total_charge=+1 multiplicity=5 molar_mass_g_mol=617.2 e_lumo_ev="-4.8 / -4.8"
Co 0.91482 -1.40807 -0.09433 -0.2668 0.1224 0.4021 2.58
C -1.25264 1.54171 3.22350 0.0017 -0.0075 -0.0066 0.00
C -1.24239 0.64768 1.97834 -0.0369 0.0252 0.0333 0.00
C -2.59394 -0.02798 1.77157 0.0235 -0.0032 -0.0224 0.00
C -0.09063 -0.32788 2.06661 -0.0352 -0.0395 -0.0803 -0.03
C 1.20440 0.10032 1.75365 0.1681 0.1066 -0.2118 0.02
C 2.29677 -0.77424 1.79317 0.0284 0.0599 -0.1310 -0.01
C 2.13417 -2.10543 2.19660 -0.0412 -0.0129 -0.0426 0.01
C 3.29375 -3.05682 2.21285 0.0028 -0.0254 0.0023 0.00
C 0.84660 -2.51758 2.55378 0.0965 -0.0027 -0.0023 0.01
C -0.24216 -1.65720 2.47379 -0.0285 0.0622 0.0233 0.05
H -2.05003 2.28096 3.15213 0.0008 0.0055 -0.0051 0.00
H -0.30662 2.07046 3.34560 -0.0027 0.0073 0.0082 0.00
H -1.42386 0.94534 4.12159 -0.0033 -0.0106 -0.0031 0.00
H -1.04550 1.28211 1.10657 -0.0051 0.0220 0.0280 0.00
H -2.89723 -0.59642 2.65222 -0.0038 0.0005 0.0088 0.00
H -2.58030 -0.70417 0.91401 -0.0071 -0.0044 0.0057 0.00
H -3.36087 0.72622 1.59914 0.0039 0.0048 -0.0084 0.00
H 1.36432 1.12708 1.44487 -0.0048 0.0134 0.1426 0.01
H 3.27484 -0.41983 1.49016 0.0330 0.0266 0.1394 0.00
H 3.50110 -3.42754 1.20596 0.0082 -0.0064 0.0090 0.00
H 3.08165 -3.92070 2.83943 0.0025 0.0005 0.0029 0.00
H 4.19665 -2.57250 2.58166 0.0042 0.0069 -0.0057 0.00
H 0.68990 -3.54118 2.87002 0.0028 -0.0025 -0.0130 0.01
H -1.22474 -2.03366 2.72282 -0.0023 -0.0030 -0.0150 0.03
N -2.17795 2.38843 -5.25312 -0.0531 -0.0857 -0.0225 0.00
C -1.38988 2.85522 -4.27748 0.0391 0.2598 -0.0813 0.00
S -0.99681 4.44616 -4.16290 -0.0252 -0.0948 0.0138 0.00
C -0.87541 1.84075 -3.29827 0.0459 -0.0710 0.1097 -0.01
C -1.20149 0.48922 -3.35080 0.0238 0.0041 0.0496 0.02
C -0.68353 -0.37883 -2.40635 -0.0442 -0.0561 -0.0242 -0.01
N 0.14176 0.01676 -1.43423 0.1041 0.0188 0.0794 0.06
C 0.46556 1.31650 -1.38575 0.0126 0.0173 -0.0298 -0.01
C -0.02149 2.24654 -2.27562 -0.0191 -0.0005 -0.0664 0.00
H -2.54192 3.04145 -5.92767 0.0167 0.0135 0.0169 0.00
H -2.42974 1.42216 -5.35041 -0.0040 -0.0042 -0.0061 0.00
H -1.85771 0.06524 -4.09673 -0.0012 0.0158 -0.0051 0.00
H -0.93821 -1.43005 -2.41832 0.0054 0.0026 -0.0003 -0.01
H 1.15253 1.61851 -0.60572 -0.0189 -0.0054 -0.0451 0.00
H 0.25925 3.28734 -2.19993 0.0047 -0.0046 0.0055 0.00
S -0.06636 -3.24908 -0.42600 -0.0178 -0.3257 -0.2329 1.23
I 3.17908 -1.84911 -1.76111 -0.0268 -0.1583 0.0257 0.05
I 3.49423 0.24211 -3.34528 0.0192 0.1286 -0.0454 0.00

58
Properties=species:S:1:pos:R:3:forces:R:3:mulliken_spin:R:1 method="wB97M-V/def2-TZVPD" de_lowest_kj_mol=127.8 total_energy_ev=-79696.9815 e_homo_ev="-1.61 / -2.16" total_charge=-2 multiplicity=3 molar_mass_g_mol=579.4 e_lumo_ev="3.2 / 3.2"
V 0.96018 0.43330 0.38952 0.3863 0.6261 -2.2113 2.00
O -1.07005 4.15716 0.96005 0.1092 -0.1224 0.0595 0.00
C -0.54824 3.04467 0.87275 -0.3839 0.0582 -0.0287 0.00
O 0.67216 2.73142 0.79199 0.3633 -0.4088 -0.2611 -0.01
C -1.47634 1.76612 0.82257 -0.4207 1.4369 0.2598 0.02
O -2.69780 1.81446 1.00021 0.3514 -0.3315 -0.0232 0.02
O -0.79349 0.72875 0.55588 -3.0252 -0.2328 -0.0114 -0.03
N 3.25872 1.09358 2.75426 -0.0898 0.0801 -0.1213 0.01
C 2.08860 0.48861 3.14678 -0.5151 -0.2534 0.0694 0.04
N 1.80512 0.10699 4.38457 0.3568 0.1321 -0.0192 0.00
N 0.58356 -0.44798 4.28995 -0.0868 -0.0011 -0.0785 0.02
N 0.15851 -0.39798 3.07314 -0.1962 -0.1495 0.1938 0.01
N 1.08967 0.20094 2.30973 0.5288 0.1169 2.1143 -0.04
C 3.62198 1.21052 1.43449 0.3095 -0.1271 -0.3882 0.00
N 4.80993 1.63392 1.03764 -0.1053 0.0086 0.3611 0.00
N 4.75334 1.57268 -0.31163 -0.1466 -0.1031 -0.1007 0.00
N 3.61075 1.13688 -0.69736 0.2645 0.1086 -0.3441 0.02
N 2.84723 0.87913 0.38680 1.7545 0.6633 0.4207 -0.01
H 3.97758 1.22509 3.44071 -0.0040 -0.0194 0.0130 0.00
C -1.11041 -2.04791 -6.41950 -0.0835 -0.0895 -0.0953 0.00
N -0.60190 -1.46855 -5.20310 -0.0474 -0.0070 0.2829 0.00
C 0.55654 -0.73561 -5.21011 0.0288 0.0485 0.0708 0.00
C 1.03230 -0.15471 -4.10120 0.2326 0.1167 0.0204 0.00
C 0.29266 -0.30083 -2.84658 -0.1117 -0.2132 -0.3623 0.00
O 0.66177 0.29556 -1.83067 0.0488 0.2147 0.2826 -0.02
N -0.80066 -1.10665 -2.88067 0.0601 0.0830 0.6356 0.00
C -1.26417 -1.70012 -3.96852 -0.0611 -0.1258 -0.4568 0.00
O -2.26496 -2.44966 -3.98248 -0.0119 0.0608 0.0296 0.00
H -1.14255 -1.30537 -7.22210 0.0351 0.0235 0.0482 0.00
H -2.11826 -2.40011 -6.21368 0.0399 -0.0230 -0.0224 0.00
H -0.50518 -2.89670 -6.75822 -0.0059 0.0075 0.0368 0.00
H 1.05522 -0.67051 -6.17129 -0.0071 0.0445 0.0215 0.00
H 1.94996 0.41394 -4.08534 0.0117 0.0068 -0.0770 0.00
C -3.42243 -3.60205 -0.40334 0.4738 -0.2636 -0.1100 0.00
C -2.03536 -2.90532 -0.30346 -0.0994 0.0584 0.0158 0.00
N -2.19556 -1.56524 0.20697 -0.0781 -0.1869 -0.0768 0.01
C -2.81813 -1.52969 1.50453 0.0925 -0.0457 -0.0117 0.00
C -4.25835 -2.10894 1.37200 0.2032 0.2521 0.4776 0.00
N -4.44388 -2.57376 -0.04281 -0.2236 -0.1092 0.0040 0.00
C -4.31705 -1.42937 -1.00366 0.1294 0.3855 -0.3487 0.00
C -2.95893 -0.74913 -0.72727 0.1570 -0.0595 0.1194 0.00
H -3.52286 -4.44301 0.28602 -0.1210 0.0770 0.0290 0.00
H -3.61379 -3.93364 -1.42429 -0.1636 0.0392 0.0303 0.00
H -1.57884 -2.81341 -1.28799 0.0308 -0.1150 -0.0499 0.00
H -1.38431 -3.48497 0.35272 0.0279 0.0573 -0.0091 0.00
H -2.84010 -0.49019 1.83200 -0.0579 -0.0082 0.0235 0.00
H -2.21842 -2.08952 2.22381 -0.0345 -0.0554 -0.0315 0.00
H -5.01224 -1.34686 1.57157 -0.0785 -0.0503 -0.1177 0.00
H -4.42551 -2.96052 2.03438 -0.0817 -0.0604 -0.1382 0.00
H -5.37046 -2.97793 -0.12958 0.0289 -0.0115 -0.0278 0.00
H -5.16113 -0.75392 -0.85195 -0.0470 -0.1127 0.0842 0.00
H -4.34432 -1.84594 -2.01278 -0.0885 -0.0892 0.0549 0.00
H -3.10131 0.23415 -0.28888 0.0122 0.0470 0.0821 0.00
H -2.36801 -0.67471 -1.63369 -0.0783 0.0444 -0.1602 0.00
F 2.20864 -2.01172 1.21443 -0.0937 -0.1077 0.0035 0.00
C 1.17743 -1.60169 0.33428 0.7685 -1.3243 -0.0933 -0.07
F 1.60597 -2.15840 -0.88518 -0.2094 -0.1006 -0.0893 0.00
H 0.31712 -2.21172 0.63577 -0.0482 0.1100 0.0213 0.00

54
Properties=species:S:1:pos:R:3:forces:R:3:mulliken_spin:R:1 method="wB97M-V/def2-TZVPD" de_lowest_kj_mol=0.0 total_energy_ev=-82259.3788 e_homo_ev="-18.04 / -18.05" total_charge=+3 multiplicity=3 molar_mass_g_mol=640.5 e_lumo_ev="-12.2 / -11.8"
Mo -0.28089 -0.75673 -0.21929 0.2207 -0.6342 -0.1956 2.02
F -1.99232 -2.16741 -4.67695 -0.0544 -0.0227 0.0408 0.00
C -2.56644 -2.86484 -3.72279 0.0122 0.0671 -0.0356 0.00
F -1.99871 -4.03099 -3.56532 0.0137 0.0441 -0.0237 0.00
F -3.85499 -2.95424 -3.88544 0.0577 -0.0120 0.0013 0.00
S -2.27708 -1.92987 -2.09871 -0.2733 0.0161 -0.1117 -0.01
O -0.91289 -1.27142 -2.18821 0.2098 0.0312 0.2426 -0.01
O -2.32187 -2.80739 -0.97147 -0.0217 -0.0597 0.0984 0.02
N -3.36564 -0.77946 -2.11408 0.1650 0.0311 0.1110 0.00
S -3.00063 0.52228 -1.35071 0.1424 -0.0738 0.1207 0.00
O -2.41225 1.61392 -2.02994 -0.0333 0.0036 -0.0877 0.00
O -2.00865 0.05811 -0.16385 0.1278 0.2445 -0.1783 -0.04
C -4.58538 1.07944 -0.39566 0.0129 -0.0420 -0.0168 0.00
F -5.49410 0.17112 -0.58178 -0.0116 -0.0337 0.0246 0.00
F -4.90602 2.22811 -0.90879 -0.0015 0.0119 -0.0199 0.00
F -4.23942 1.18291 0.86511 0.0062 -0.0024 0.0205 0.00
N 0.06212 -0.54042 1.70794 -0.1412 -0.0670 -0.0856 -0.08
C -0.01117 -0.54015 2.89709 -0.0031 -0.0054 -0.0456 0.13
N -0.08456 -0.53373 4.14436 0.0776 0.0704 0.0539 -0.03
C -0.38482 -1.78367 4.94700 -0.0527 0.0501 -0.0805 0.01
C 0.76060 -2.03056 5.91047 0.0061 -0.0512 0.0063 0.00
C 1.03042 -0.80660 6.77957 0.0070 -0.0029 0.0235 0.00
C 1.33777 0.41587 5.92073 0.0225 0.0511 0.0121 0.00
C 0.20511 0.71462 4.95668 -0.0749 -0.0595 -0.0701 0.01
H -0.54989 -2.59595 4.24195 0.0163 -0.0201 0.0228 0.00
H -1.31900 -1.55872 5.46392 0.0047 -0.0361 0.0147 0.00
H 1.65561 -2.31096 5.34872 0.0027 -0.0005 0.0033 0.00
H 0.48776 -2.89265 6.52107 -0.0084 0.0091 0.0029 0.00
H 1.86639 -1.00691 7.44756 0.0046 0.0009 -0.0083 0.00
H 0.16489 -0.60484 7.41682 -0.0054 0.0006 -0.0012 0.00
H 2.26558 0.27157 5.36084 0.0021 -0.0036 0.0000 0.00
H 1.47612 1.30428 6.53900 -0.0079 -0.0067 0.0033 0.00
H 0.42271 1.51861 4.25648 0.0228 0.0105 0.0230 0.00
H -0.73177 0.92909 5.47306 0.0192 0.0269 0.0147 0.00
C 0.63399 3.65311 -5.33897 -0.0203 -0.0049 -0.0148 0.00
C 1.04845 2.47897 -4.51855 0.0133 -0.0018 0.0058 0.00
C 1.01070 1.18466 -5.04331 0.0005 -0.0325 0.0240 0.00
C 1.42518 0.10217 -4.29269 -0.0172 0.0229 -0.0064 0.00
C 1.91311 0.32679 -2.99826 0.0069 -0.0458 0.0342 0.00
C 1.96216 1.61835 -2.44361 0.0664 -0.0044 -0.0262 -0.01
C 1.51946 2.67206 -3.20409 0.0097 -0.0156 -0.0017 0.01
S 2.42186 -1.08267 -2.16441 0.0053 0.0533 -0.1111 0.01
C 3.92784 -0.67748 -1.30272 -0.0283 0.0005 -0.0531 0.00
O 1.40411 -1.16697 -0.84106 -0.4692 0.4821 0.2589 -0.04
H 0.00050 3.36039 -6.17295 0.0038 0.0059 -0.0055 0.00
H 1.52553 4.13510 -5.75040 -0.0014 0.0070 -0.0018 0.00
H 0.11629 4.39577 -4.73346 0.0036 0.0107 -0.0045 0.00
H 0.65614 1.02618 -6.05323 -0.0014 0.0092 -0.0047 0.00
H 1.39416 -0.89871 -4.70614 0.0030 -0.0066 0.0010 0.00
H 2.36215 1.79694 -1.45236 -0.0199 -0.0025 -0.0020 0.00
H 1.55502 3.67601 -2.80106 0.0021 0.0028 0.0078 0.00
H 3.82018 0.23343 -0.71965 -0.0133 -0.0067 -0.0013 0.00
H 4.66514 -0.54159 -2.09825 0.0119 -0.0065 0.0117 0.00
H 4.20141 -1.53490 -0.69023 -0.0200 -0.0026 0.0097 0.00